Record 1
C20H40N6O3PPdS | ωB97M-V/def2-TZVPD

XYZ file:
```
72
Properties=species:S:1:pos:R:3:lowdin_charge:R:1
Pd -0.164 0.064 0.101 0.48
N -2.552 1.577 1.088 0.05
N -2.008 2.015 2.302 -0.02
C -0.941 1.519 2.945 -0.42
N -0.500 2.309 3.965 0.15
N -0.474 0.335 2.543 0.11
N 0.587 -0.198 3.237 -0.43
O 0.753 0.023 4.447 0.00
O 1.256 -0.991 2.625 0.03
H -3.112 0.744 1.263 0.05
H -1.800 1.212 0.487 -0.01
H -2.244 2.965 2.534 0.13
H -0.413 3.281 3.702 0.10
H 0.309 1.929 4.438 0.07
C -2.510 -3.095 -3.104 -0.11
C -3.453 -3.026 -1.891 -0.59
C -4.297 -4.302 -1.847 -0.10
C -4.369 -1.820 -2.176 -0.12
P -2.375 -2.570 -0.366 0.76
N -1.972 -1.093 -0.465 -0.32
C -0.913 -3.796 -0.334 -0.60
C -0.281 -3.731 1.066 -0.10
C 0.165 -3.268 -1.292 -0.11
C -1.212 -5.262 -0.664 -0.09
C -3.438 -2.953 1.191 -0.59
C -4.780 -2.230 0.980 -0.12
C -3.736 -4.412 1.548 -0.10
C -2.759 -2.254 2.388 -0.11
H -3.114 -3.095 -4.018 0.07
H -1.896 -3.994 -3.120 0.05
H -1.855 -2.221 -3.126 0.07
H -4.760 -4.456 -2.830 0.08
H -5.107 -4.234 -1.122 0.05
H -3.713 -5.192 -1.620 0.06
H -4.689 -1.855 -3.224 0.07
H -3.821 -0.893 -1.996 0.06
H -5.267 -1.819 -1.559 0.05
H -0.051 -2.703 1.358 0.05
H 0.663 -4.289 1.048 0.08
H -0.908 -4.180 1.831 0.05
H 0.298 -2.193 -1.155 0.03
H -0.069 -3.448 -2.339 0.05
H 1.115 -3.768 -1.068 0.08
H -1.990 -5.684 -0.031 0.06
H -0.302 -5.853 -0.496 0.08
H -1.505 -5.413 -1.702 0.06
H -5.440 -2.768 0.300 0.05
H -4.623 -1.225 0.585 0.07
H -5.298 -2.149 1.942 0.07
H -4.203 -4.962 0.733 0.05
H -4.429 -4.439 2.399 0.08
H -2.842 -4.954 1.852 0.06
H -2.141 -1.418 2.056 0.02
H -2.132 -2.932 2.967 0.07
H -3.522 -1.859 3.069 0.07
C 3.252 2.930 -0.046 -0.26
S 1.937 1.857 0.606 0.84
O 1.252 2.788 1.585 -0.56
C 0.915 1.721 -0.829 -0.55
C 0.998 0.570 -1.666 -0.23
C 0.253 0.570 -2.880 -0.11
C -0.562 1.614 -3.201 -0.12
C -0.671 2.736 -2.337 -0.11
C 0.044 2.795 -1.177 -0.12
H 2.772 3.831 -0.433 0.05
H 3.785 2.399 -0.837 0.04
H 3.929 3.175 0.774 0.04
H 1.802 -0.143 -1.528 0.09
H 0.320 -0.290 -3.536 0.10
H -1.151 1.576 -4.109 0.09
H -1.341 3.548 -2.592 0.09
H -0.036 3.637 -0.501 0.10
```

As for the net charge: -1. The value obtained for the energy above the lowest of the compared OMol25 structures with the same formula, charge and spin is 27.6 kcal per mole. The HOMO energy comes out at -3.29 eV.

***

Record 2
C20H41AlClO10S4 | ωB97M-V/def2-TZVPD

XYZ file:
```
77
Properties=species:S:1:pos:R:3:lowdin_charge:R:1
O 4.868 -0.785 -4.331 -0.05
C 5.615 0.017 -3.532 -0.24
O 7.108 -0.111 -3.609 -0.07
C 4.856 1.104 -2.518 -0.14
C 3.939 2.203 -3.321 -0.28
C 2.613 1.591 -4.065 -0.34
Al 1.432 0.387 -2.896 -0.06
Cl 1.299 -1.675 -3.888 -0.07
H 7.368 -0.914 -3.058 0.11
H 5.749 1.720 -2.022 0.11
H 4.310 0.573 -1.618 0.10
H 3.582 3.108 -2.658 0.11
H 4.636 2.648 -4.181 0.07
H 2.832 1.027 -5.079 0.04
H 1.938 2.528 -4.370 0.06
H 1.832 0.337 -1.366 -0.10
H -0.064 0.981 -2.951 -0.08
C 6.373 1.281 -8.752 -0.23
C 7.546 1.778 -7.908 -0.22
C 7.213 3.197 -7.451 -0.23
S 5.431 3.293 -7.376 0.68
O 4.977 4.233 -8.379 -0.33
O 5.015 3.377 -5.990 -0.33
C 5.120 1.641 -7.968 -0.22
H 6.435 0.205 -8.939 0.12
H 6.371 1.794 -9.721 0.12
H 7.668 1.128 -7.034 0.12
H 8.486 1.754 -8.468 0.11
H 7.630 3.410 -6.463 0.11
H 7.562 3.942 -8.171 0.10
H 4.214 1.627 -8.577 0.11
H 4.999 0.990 -7.097 0.11
C -2.896 0.155 1.107 -0.24
C -1.705 -0.034 2.046 -0.23
C -0.461 0.473 1.317 -0.22
S -1.027 1.727 0.177 0.65
O -0.802 1.257 -1.174 -0.44
O -0.572 3.026 0.632 -0.35
C -2.762 1.564 0.550 -0.23
H -3.848 0.017 1.627 0.06
H -2.844 -0.578 0.293 0.13
H -1.863 0.554 2.958 0.09
H -1.588 -1.080 2.346 0.11
H 0.261 0.912 2.010 0.10
H 0.014 -0.322 0.737 0.10
H -3.355 1.728 -0.352 0.11
H -3.013 2.313 1.307 0.10
C -6.955 -2.440 4.450 -0.22
C -7.400 -3.459 3.402 -0.22
C -6.928 -2.952 2.040 -0.23
S -5.471 -1.965 2.351 0.68
O -5.765 -0.590 2.008 -0.32
O -4.307 -2.661 1.841 -0.31
C -5.502 -2.123 4.126 -0.24
H -7.064 -2.829 5.466 0.12
H -7.565 -1.533 4.366 0.12
H -6.935 -4.429 3.616 0.12
H -8.485 -3.605 3.414 0.11
H -6.672 -3.777 1.370 0.11
H -7.678 -2.310 1.570 0.11
H -5.150 -1.200 4.590 0.06
H -4.847 -2.956 4.399 0.10
C -1.829 -2.547 7.585 -0.22
C -2.175 -1.420 8.557 -0.22
C -2.307 -0.135 7.742 -0.22
S -2.813 -0.633 6.102 0.69
O -1.748 -0.314 5.175 -0.30
O -4.184 -0.220 5.881 -0.34
C -2.785 -2.388 6.412 -0.24
H -1.927 -3.531 8.052 0.12
H -0.793 -2.435 7.243 0.12
H -3.129 -1.644 9.050 0.12
H -1.418 -1.315 9.341 0.12
H -3.058 0.535 8.166 0.11
H -1.349 0.385 7.657 0.11
H -2.458 -2.920 5.517 0.12
H -3.798 -2.695 6.685 0.11
```

As for the net charge: -1. The HOMO energy comes out at -3.64 eV.

***

Record 3
C20H41BeBr2Cl2F7MgN3O12P3S2 | ωB97M-V/def2-TZVPD

XYZ file:
```
94
Properties=species:S:1:pos:R:3:lowdin_charge:R:1
C 1.312 -1.976 -1.088 -0.12
C 0.542 -0.789 -0.403 -0.26
O 1.482 -0.172 0.503 -0.22
P 1.210 1.438 0.746 0.60
O 2.399 1.963 1.463 -0.26
C 1.106 2.393 -0.869 -0.24
C 2.130 1.836 -1.910 -0.24
C 1.756 1.961 -3.439 -0.35
P 0.252 3.002 -3.867 0.65
C 1.289 4.562 -4.285 -0.34
C 1.489 5.474 -3.012 -0.24
C 2.966 5.882 -2.752 -0.73
F 3.786 4.759 -2.897 -0.03
Br 3.245 6.488 -0.872 0.82
C 3.512 6.944 -3.793 -0.83
F 4.874 7.275 -3.426 -0.25
F 3.601 6.417 -5.026 0.08
Br 2.492 8.597 -3.852 0.87
P -0.991 1.133 -3.514 0.37
O -2.372 1.611 -2.641 -0.40
Cl -1.540 0.382 -5.397 0.13
O -0.202 1.650 1.566 -0.23
C -0.238 2.906 2.279 -0.25
C -0.551 4.161 1.385 -0.07
H 1.907 -1.565 -1.953 0.07
H 2.063 -2.367 -0.320 -0.09
H 0.629 -2.788 -1.438 0.05
H -0.369 -1.198 0.096 0.13
H 0.197 -0.134 -1.238 0.06
H 1.446 3.417 -0.583 0.08
H 0.036 2.350 -1.161 0.04
H 3.108 2.358 -1.770 0.11
H 2.343 0.760 -1.706 0.09
H 1.568 0.936 -3.850 0.06
H 2.641 2.344 -3.994 0.08
H -0.440 3.687 -2.811 0.02
H -0.364 3.055 -5.177 -0.01
H 0.685 5.141 -5.032 0.08
H 2.245 4.333 -4.814 0.08
H 0.863 6.388 -3.157 0.10
H 1.093 5.007 -2.074 0.08
H -2.324 1.108 -1.809 0.03
H -1.068 2.835 3.024 0.12
H 0.677 3.131 2.865 0.12
H -1.191 4.887 1.941 0.09
H -0.970 3.918 0.385 0.07
H 0.419 4.704 1.224 0.06
O -1.078 -3.414 -1.152 -0.21
H -1.856 -3.850 -1.517 -0.07
Be 3.609 -2.631 -0.517 0.66
F 2.311 7.320 1.353 -0.64
O -2.134 -0.196 3.198 -0.05
H -1.637 0.486 2.734 -0.01
H -2.173 0.126 4.106 0.02
F -3.002 -4.715 -2.825 0.04
C -3.139 -6.041 -3.035 -0.28
C -2.840 -6.920 -2.012 0.00
C -2.986 -8.284 -2.226 -0.08
C -3.420 -8.750 -3.462 -0.10
C -3.713 -7.853 -4.483 -0.09
C -3.577 -6.488 -4.267 -0.02
H -2.495 -6.539 -1.058 0.12
H -2.761 -8.981 -1.430 0.09
H -3.530 -9.814 -3.630 0.10
H -4.046 -8.216 -5.447 0.10
H -3.809 -5.773 -5.046 0.12
Mg 5.837 7.409 -1.708 0.76
N 1.809 0.853 5.716 -0.30
S 3.258 0.934 6.348 0.49
O 3.377 0.563 7.726 -0.29
O 4.107 1.993 5.889 -0.29
F 3.908 -0.331 5.623 -0.20
S 0.848 1.950 6.286 0.46
O -0.541 1.707 5.982 -0.33
O 1.253 3.321 6.180 -0.30
F 0.871 1.699 7.855 -0.19
C -4.807 2.490 5.814 -0.70
O -5.813 3.169 5.676 0.01
N -4.819 1.128 5.722 0.15
N -3.583 3.026 6.071 0.16
H -3.999 0.563 5.834 0.09
H -5.699 0.686 5.532 0.10
H -3.524 4.024 6.149 0.10
H -2.750 2.472 6.185 0.06
Cl 1.445 8.917 1.052 0.57
C 0.875 -10.139 0.207 -0.10
C 0.191 -8.966 0.881 -0.32
O -1.210 -8.986 0.621 -0.10
H 0.706 -10.111 -0.872 0.08
H 1.950 -10.126 0.395 0.07
H 0.467 -11.086 0.570 0.07
H 0.585 -8.023 0.501 0.11
H 0.349 -8.994 1.964 0.11
H -1.558 -9.815 0.967 0.08
```

As for the net charge: 0. The HOMO energy comes out at -7.17 eV.

***

Number 1: orbital gap 5.987 eV, largest force on an atom 0.746 eV/Å. Number 2: orbital gap 4.969 eV, largest force on an atom 9.139 eV/Å. Number 3: orbital gap 1.245 eV, largest force on an atom 3.990 eV/Å.